Formula: C26H36NO9PS2
Source: the OMol25 dataset
Level of theory: ωB97M-V/def2-TZVPD

E_LUMO = -0.03535 Ha

Geometry as ORCA input:
```
! wB97M-V def2-TZVPD RIJCOSX def2/J DEFGRID3
* xyz 0 1
C 3.3526 -0.7725 4.3513
C 4.5728 -0.9684 3.4356
C 5.6844 0.0352 3.7155
C 4.1848 -1.0474 1.9509
C 3.6214 0.2503 1.3570
C 2.1353 0.4412 1.5727
C 1.7088 1.4524 2.4326
C 0.3783 1.6767 2.7481
C -0.1127 2.7719 3.6806
C 0.7014 3.1564 4.9049
O 0.1714 3.7511 5.7787
O 2.0292 2.8255 5.0238
C -0.5586 0.8285 2.1379
C -0.1580 -0.1695 1.2338
C 1.1989 -0.3802 0.9241
P 1.7977 -1.6511 -0.3016
N 0.9357 -3.0911 0.1186
O 1.1404 -1.1577 -1.7159
C -1.2532 -1.0151 0.6504
O -1.2774 -1.3613 -0.4992
C -2.3171 -1.3777 1.6182
C -2.8712 -2.6472 1.6211
C -3.8324 -2.9424 2.5809
C -4.2161 -1.9712 3.4989
C -3.6843 -0.6850 3.4841
C -4.1419 0.3272 4.5204
O -5.4790 0.0725 4.9192
O -6.2611 0.3940 3.7702
C -2.7126 -0.3897 2.5251
C -2.0261 0.9292 2.4016
O -2.6155 1.9778 2.4719
H 3.2065 0.2807 4.5789
H 2.4445 -1.1329 3.8708
H 3.4725 -1.3561 5.2595
H 4.9767 -1.9557 3.6665
H 6.0282 -0.0896 4.7396
H 5.3665 1.0623 3.5558
H 6.5244 -0.1756 3.0567
H 5.0458 -1.3496 1.3572
H 3.4684 -1.8608 1.8695
H 4.1382 1.0983 1.8005
H 3.8097 0.2949 0.2872
H 2.4789 2.0632 2.8690
H -1.0835 2.5185 4.0758
H -0.2669 3.6735 3.0878
H 2.5174 3.3667 4.3905
H 1.6412 -3.6998 0.5205
H 0.2691 -2.9198 0.8682
H 0.3782 -1.7067 -1.9481
H -2.5547 -3.3777 0.8934
H -4.2504 -3.9355 2.6098
H -4.9619 -2.2236 4.2363
H -3.5281 0.2793 5.4136
H -4.1280 1.3148 4.0748
H -7.0811 0.7126 4.1665
C 1.2796 0.8921 -4.1692
S -0.2446 0.6463 -5.0802
O 0.1152 0.5668 -6.5230
C -0.9081 2.2907 -4.7966
H 1.8707 -0.0166 -4.2505
H 1.8314 1.7307 -4.5960
H 1.0485 1.0756 -3.1211
H -0.2127 3.0367 -5.1816
H -1.0724 2.4343 -3.7287
H -1.8563 2.3637 -5.3252
C -1.0586 -0.8905 -9.0349
S -2.7152 -0.2430 -9.2525
O -3.6596 -1.3783 -9.0789
C -2.5722 0.0531 -11.0211
H -0.9441 -1.1763 -7.9938
H -0.9190 -1.7599 -9.6794
H -0.3315 -0.1150 -9.2714
H -2.3316 -0.8807 -11.5296
H -1.7973 0.7979 -11.2020
H -3.5297 0.4284 -11.3764
*
```

Here are the Löwdin charges for atoms 1 to 4, given in e: -0.054 -0.422 -0.076 -0.193


Formula: C26H37BrN2O2S7SbSi3TeTi
Source: the OMol25 dataset
Level of theory: ωB97M-V/def2-TZVPD

E_LUMO (alpha / beta) = 0.07203 / 0.07203 Ha
energy relative to the best compared isomer or geometry (same formula, charge and spin) = 48.08 kcal per mole

Geometry as ORCA input:
```
! wB97M-V def2-TZVPD RIJCOSX def2/J DEFGRID3
* xyz -1 1
Ti 0.8862 1.5384 1.3371
S -0.0990 -0.1630 3.0628
C 1.4588 -0.6540 2.6394
N 2.0665 -0.1887 1.5751
C 3.3716 -0.6453 1.4741
C 4.3270 -0.2294 0.5505
C 5.5767 -0.8230 0.5627
C 5.8933 -1.8139 1.4904
C 4.9727 -2.1992 2.4507
C 3.7231 -1.5996 2.4425
S 2.4051 -1.8185 3.5630
H 4.0918 0.5722 -0.1344
H 6.3238 -0.5051 -0.1537
H 6.8771 -2.2662 1.4807
H 5.2280 -2.9388 3.1985
Br -1.9108 4.0707 0.4475
C -1.1970 3.6655 2.1688
C -1.7838 4.1692 3.2805
C -1.1625 3.9367 4.5358
C 0.0678 3.3334 4.5517
C 0.6460 2.8798 3.3658
N -0.0648 2.9151 2.1534
C 2.0333 2.4241 3.2330
O 2.7401 2.1336 4.2005
O 2.4226 2.3361 1.9710
H -2.6866 4.7565 3.2019
H -1.6216 4.2996 5.4446
H 0.6367 3.2170 5.4641
C -3.5285 -0.2175 2.8625
Si -3.5874 0.1629 1.0087
C -4.6365 -1.1884 0.1639
C -4.5786 1.7673 0.7986
Sb -1.2078 0.3141 -0.0528
Si -0.8751 -2.2878 -0.1669
C 0.9095 -2.8879 0.0421
C -1.8402 -3.1147 1.2434
C -1.5280 -2.8983 -1.8408
Si -2.0676 0.9256 -2.4665
C -0.8088 0.5422 -3.8292
C -3.6559 -0.0205 -2.9041
C -2.4711 2.7654 -2.6840
H -4.4767 0.0391 3.3415
H -2.7419 0.3567 3.3539
H -3.3235 -1.2734 3.0461
H -5.2988 -1.6700 0.8874
H -4.0187 -1.9591 -0.2990
H -5.2575 -0.7546 -0.6212
H -5.6404 1.5739 0.9737
H -4.4642 2.1748 -0.2078
H -4.2495 2.5320 1.5033
H 1.1413 -3.0465 1.0958
H 1.6208 -2.1733 -0.3658
H 1.0500 -3.8372 -0.4814
H -1.5061 -2.7028 2.1981
H -1.6576 -4.1926 1.2578
H -2.9171 -2.9567 1.1667
H -1.2026 -2.2372 -2.6442
H -2.6202 -2.9331 -1.8498
H -1.1533 -3.9009 -2.0617
H -0.4065 -0.4709 -3.7680
H 0.0277 1.2406 -3.7761
H -1.2783 0.6599 -4.8101
H -3.5901 -1.0758 -2.6351
H -3.8323 0.0417 -3.9808
H -4.5229 0.4037 -2.3937
H -1.5784 3.3790 -2.5479
H -3.2235 3.1150 -1.9736
H -2.8526 2.9355 -3.6943
Te 1.5401 2.8127 -1.0837
C 3.7442 -2.9512 -2.3650
S 2.2754 -2.3477 -3.2588
C 2.8554 -0.7727 -3.7541
C 2.6179 0.3816 -3.0988
S 1.7771 0.4602 -1.5704
S 3.2540 1.8310 -3.8391
C 3.9761 1.0644 -5.2378
S 4.7665 1.8849 -6.4146
S 3.7698 -0.6548 -5.2462
H 3.5236 -3.9699 -2.0513
H 3.9245 -2.3250 -1.4927
H 4.6018 -2.9472 -3.0337
*
```

Here are the Löwdin charges for atoms 1 to 4, given in e: 0.219 0.651 -1.095 -0.116


Formula: C26H37CaF6N7O5S4
Source: the OMol25 dataset
Level of theory: ωB97M-V/def2-TZVPD

E_LUMO = 0.01572 Ha
energy relative to the best compared isomer or geometry (same formula, charge and spin) = 16.41 kcal per mole

Geometry as ORCA input:
```
! wB97M-V def2-TZVPD RIJCOSX def2/J DEFGRID3
* xyz 0 1
Ca -0.5641 0.9204 -0.5280
F 0.0724 5.7314 -2.4751
C 0.8954 5.1412 -1.6225
F 1.8853 4.5557 -2.2984
F 1.4048 6.0362 -0.7903
S 0.0462 3.8173 -0.6772
O -0.3023 2.7969 -1.6890
O 0.9853 3.4366 0.3377
N -1.2780 4.5307 -0.1440
S -2.3194 3.4310 0.3474
O -1.5816 2.2602 0.8478
O -3.3540 3.9384 1.1776
C -3.2116 2.9144 -1.2816
F -2.8903 3.7682 -2.2420
F -4.5125 2.9798 -1.0629
F -2.9106 1.6758 -1.7129
C -3.9227 -3.9958 -2.5704
C -4.0052 -3.9839 -1.0515
N -4.0349 -2.6275 -0.5062
C -5.3582 -2.0308 -0.3510
C -5.9893 -2.3499 0.9961
C -2.9032 -1.9787 -0.1994
S -2.9934 -0.4544 0.6117
N -1.7731 -2.6484 -0.4754
C -0.6908 -2.1102 -0.9835
O -0.6182 -0.9450 -1.4866
C 0.5037 -3.0117 -1.0661
C 0.3676 -4.3876 -0.9121
C 1.4799 -5.2116 -0.9805
C 2.7399 -4.6657 -1.1914
C 2.8794 -3.2932 -1.3444
C 1.7629 -2.4717 -1.2921
H -3.8972 -5.0217 -2.9411
H -3.0146 -3.4894 -2.8972
H -4.7813 -3.4947 -3.0207
H -3.1451 -4.4966 -0.6286
H -4.9106 -4.4858 -0.7055
H -5.9768 -2.4140 -1.1650
H -5.2654 -0.9544 -0.4768
H -6.0400 -3.4272 1.1639
H -7.0033 -1.9502 1.0426
H -5.4024 -1.9008 1.7963
H -0.6163 -4.7998 -0.7377
H 1.3654 -6.2817 -0.8639
H 3.6100 -5.3087 -1.2317
H 3.8610 -2.8607 -1.4943
H 1.8556 -1.4004 -1.3926
C -2.9941 1.0768 4.1247
C -1.5181 0.8595 4.1774
C -0.6894 1.2792 5.1726
C 0.6881 1.0020 5.0369
N 1.2059 0.3573 4.0127
C 0.3785 -0.0778 3.0289
S 0.8776 -0.9496 1.6777
N -0.9625 0.1816 3.1534
C 1.6397 1.4701 6.0959
H -3.3269 1.6424 4.9912
H -3.5163 0.1191 4.0950
H -3.2622 1.6211 3.2186
H -1.0770 1.8099 6.0293
H -1.5591 -0.1765 2.3985
H 1.2984 1.1573 7.0834
H 1.6901 2.5607 6.0940
H 2.6306 1.0680 5.9046
C 5.6910 0.8716 -3.0098
C 4.6779 1.9661 -2.6991
N 3.8105 1.6526 -1.5706
C 4.3683 1.8264 -0.2298
C 4.7036 0.5177 0.4827
C 2.5584 1.1509 -1.7230
C 2.0643 0.8692 -3.1161
N 1.7601 0.8864 -0.7439
H 6.2905 1.1429 -3.8797
H 5.1885 -0.0742 -3.2184
H 6.3688 0.7140 -2.1699
H 4.0617 2.1657 -3.5724
H 5.1969 2.8973 -2.4626
H 3.6746 2.4250 0.3686
H 5.2742 2.4213 -0.3464
H 3.8154 -0.0537 0.7535
H 5.2535 0.7291 1.4005
H 5.3274 -0.1132 -0.1523
H 1.8605 1.8001 -3.6488
H 1.1413 0.2971 -3.0472
H 2.7878 0.2927 -3.6923
H 2.1735 1.1316 0.1504
*
```

Here are the Löwdin charges for atoms 1 to 4, given in e: 1.231 0.165 -0.683 0.146


Number 1: maximum force 1.12 eV/A. Number 2: maximum force 2.36 eV/A. Number 3: maximum force 2.23 eV/A.